{
  "formula": "C18H24CaN7",
  "method": "ωB97M-V with the def2-TZVPD basis set",
  "elements": ["H", "H", "H", "H", "C", "N", "C", "C", "C", "H", "H", "H", "C", "C", "C", "H", "C", "N", "H", "C", "H", "H", "H", "N", "Ca", "C", "H", "N", "C", "H", "H", "N", "H", "C", "N", "H", "H", "C", "H", "C", "N", "H", "H", "C", "H", "H", "H", "C", "C", "C"],
  "positions_angstrom": [[4.148, -0.632, -0.138], [-0.533, -7.821, -1.595], [2.839, -1.613, -0.805], [0.961, 4.571, -0.128], [2.418, 1.539, 0.271], [-0.209, -7.030, -1.067], [-1.484, 3.790, 0.156], [3.967, 3.342, 0.699], [3.685, 1.991, 0.598], [-1.187, 0.060, 2.095], [-1.315, -4.626, -2.907], [-2.973, 5.261, 0.510], [-1.129, 2.430, 0.074], [1.344, 2.449, 0.066], [0.083, -3.553, -0.893], [-3.046, -0.109, -1.630], [-0.412, -5.774, -1.476], [-1.134, -5.563, -2.590], [1.403, 0.088, 2.115], [2.099, -0.488, 1.499], [3.078, -0.478, 1.994], [-1.552, -6.323, -3.098], [4.478, 1.281, 0.782], [-1.922, 0.078, 0.136], [0.139, -0.090, -0.814], [3.171, -0.586, -0.634], [-3.905, -0.664, -0.178], [0.104, -4.811, -0.758], [-2.925, -0.617, -0.670], [1.752, -1.524, 1.413], [-4.254, 1.216, 0.758], [0.110, 1.892, -0.152], [-2.850, -0.535, 1.950], [-2.762, 4.203, 0.469], [2.161, 0.109, 0.165], [-0.762, 4.561, -0.041], [0.336, -7.192, -0.239], [1.686, 3.814, 0.108], [-2.591, -1.643, -0.840], [2.958, 4.247, 0.422], [0.156, -2.392, -0.867], [3.297, -0.080, -1.595], [-4.756, 3.597, 0.998], [-2.194, 1.505, 0.256], [3.159, 5.308, 0.437], [4.952, 3.674, 0.984], [-1.496, -1.555, 1.385], [-3.467, 1.937, 0.588], [-1.864, -0.526, 1.468], [-3.765, 3.282, 0.714]],
  "mulliken_charge": [0.320, 0.189, 0.275, 0.449, 0.615, -0.380, -0.780, -0.888, -0.330, 0.287, 0.188, 0.420, 0.284, 0.156, 0.235, 0.414, 0.702, -0.345, 0.295, -1.102, 0.374, 0.200, 0.299, 0.931, 1.345, -1.042, 0.328, -0.598, -1.070, 0.325, 0.301, -0.504, 0.380, -0.932, 0.926, 0.233, 0.237, -0.822, 0.261, -0.869, -0.548, 0.412, 0.394, 0.631, 0.414, 0.395, 0.335, -0.332, -1.098, -0.909],
  "multiplicity": 1,
  "max_force_ev_per_a": 2.36,
  "charge": 1,
  "e_tot_ev": -47921.4780,
  "molar_mass_g_mol": 378.517,
  "e_above_lowest_kj_mol": 43.0,
  "e_homo_ev": -9.12
}